1.
{"formula": "C28H26BBrN10OS2Ti", "method": "ωB97M-V/def2-TZVPD", "elements": ["Ti", "C", "C", "N", "N", "C", "B", "N", "C", "C", "C", "N", "N", "C", "C", "C", "N", "N", "C", "C", "C", "N", "H", "H", "H", "H", "H", "H", "H", "H", "H", "H", "H", "H", "C", "C", "N", "N", "C", "S", "S", "C", "C", "C", "C", "C", "C", "C", "C", "C", "C", "C", "C", "C", "O", "H", "H", "H", "H", "H", "H", "H", "H", "H", "H", "H", "H", "H", "H", "Br"], "xyz": [[-1.5137, -1.0009, -0.2723], [-0.5138, 1.8941, 2.6794], [-1.0943, 1.5133, 1.4850], [-0.9451, 0.1978, 1.3042], [-0.2711, -0.2824, 2.3686], [0.0011, 0.7182, 3.2064], [-0.0220, -1.8136, 2.5014], [0.7038, -2.3513, 1.2340], [1.7337, -3.1990, 1.1577], [1.9908, -3.4765, -0.1729], [1.0355, -2.7556, -0.8689], [0.2577, -2.0783, -0.0220], [-1.4387, -2.4486, 2.5229], [-2.1869, -3.0573, 3.4511], [-3.4553, -3.2513, 2.9330], [-3.4004, -2.7112, 1.6537], [-2.1870, -2.2280, 1.4080], [0.8435, -2.0604, 3.7089], [2.1189, -1.6119, 3.8464], [2.5570, -1.9911, 5.0884], [1.4590, -2.6775, 5.6478], [0.4301, -2.7162, 4.8215], [-0.4580, 2.8808, 3.1014], [-1.6008, 2.1029, 0.7396], [0.5325, 0.5333, 4.1248], [2.2222, -3.5472, 2.0516], [2.7624, -4.1078, -0.5747], [0.8659, -2.6718, -1.9301], [-1.7505, -3.3085, 4.4032], [-4.2935, -3.7220, 3.4141], [-4.1550, -2.6662, 0.8852], [2.5996, -1.0562, 3.0545], [3.5224, -1.8078, 5.5258], [1.3782, -3.1422, 6.6180], [-0.8154, 1.5784, -3.7523], [-1.4497, 0.7468, -2.6853], [-0.6689, 0.1520, -1.8178], [0.6618, 0.1225, -2.2460], [1.6683, 0.2766, -1.4201], [1.8479, 0.8619, 0.1381], [3.1915, -0.1624, -2.3241], [3.5304, 1.4179, -3.1390], [3.6433, 2.5769, -2.1928], [4.7830, 2.7309, -1.4094], [4.8855, 3.7709, -0.5011], [3.8428, 4.6795, -0.3609], [2.7055, 4.5395, -1.1420], [2.6098, 3.4923, -2.0511], [-2.9307, 0.6323, -2.6965], [-3.6424, 0.8914, -3.8760], [-5.0203, 0.8036, -3.9245], [-5.7328, 0.4711, -2.7765], [-5.0612, 0.2070, -1.5988], [-3.6802, 0.2708, -1.5791], [-3.0087, -0.0531, -0.4517], [-0.0345, 2.1957, -3.3158], [-0.3081, 0.9309, -4.4736], [-1.5410, 2.2087, -4.2519], [4.4885, 1.2261, -3.6267], [2.7853, 1.6036, -3.9135], [5.5891, 2.0121, -1.5032], [5.7773, 3.8713, 0.1042], [3.9204, 5.4905, 0.3510], [1.8897, 5.2439, -1.0437], [1.7227, 3.3901, -2.6627], [-3.1050, 1.1270, -4.7816], [-5.5387, 0.9908, -4.8544], [-6.8125, 0.4063, -2.8033], [-5.5829, -0.0710, -0.6932], [-2.3379, -2.7323, -1.8206]], "forces_ev_per_a": [[-0.3, -0.7, -0.1], [0.1, -0.1, 0.1], [-0.2, -0.1, -0.2], [-0.1, 0.1, 0.5], [0.1, 0.0, -0.3], [0.0, 0.1, 0.1], [-0.1, 0.0, 0.0], [-0.2, 0.2, -0.1], [0.1, 0.0, 0.0], [0.0, 0.0, 0.1], [-0.1, 0.1, -0.1], [0.5, -0.3, 0.4], [0.1, 0.1, -0.2], [0.0, -0.1, 0.1], [0.0, 0.0, 0.0], [-0.1, -0.1, -0.2], [0.3, 0.1, 0.1], [-0.1, -0.1, 0.0], [-0.1, 0.0, 0.1], [0.0, 0.0, 0.0], [0.0, 0.0, 0.1], [0.2, 0.1, -0.1], [0.0, 0.0, 0.0], [0.0, 0.0, 0.0], [0.0, 0.0, 0.0], [0.0, 0.0, 0.0], [0.0, 0.0, 0.0], [0.0, 0.0, 0.0], [0.0, 0.0, -0.1], [0.0, 0.0, 0.0], [0.0, 0.0, 0.0], [0.0, 0.0, 0.0], [0.0, 0.0, 0.0], [0.0, 0.0, 0.0], [0.1, -0.1, -0.1], [-0.3, 0.1, 0.2], [0.0, 0.4, -0.3], [-0.2, -0.5, 0.2], [0.2, 0.3, -0.1], [-0.2, -0.2, -0.2], [0.0, -0.3, 0.2], [0.1, 0.1, -0.1], [0.1, 0.1, 0.0], [0.0, 0.0, 0.0], [0.0, 0.0, 0.0], [0.0, -0.1, -0.1], [0.1, 0.0, 0.0], [0.1, 0.1, 0.0], [0.3, 0.2, -0.3], [0.0, 0.0, 0.0], [0.0, 0.0, 0.1], [0.0, 0.0, 0.0], [-0.2, 0.0, 0.0], [0.4, 0.0, 0.4], [-0.6, 0.5, -0.3], [0.0, 0.0, 0.1], [0.0, 0.0, 0.0], [0.0, 0.1, 0.0], [0.0, 0.1, -0.1], [0.0, 0.0, 0.0], [0.0, 0.0, 0.0], [0.0, 0.0, 0.0], [0.0, 0.0, 0.0], [0.0, 0.0, 0.0], [-0.1, 0.0, 0.0], [0.0, 0.0, 0.0], [0.0, 0.0, 0.0], [0.0, 0.0, 0.0], [0.0, 0.0, 0.0], [0.1, 0.1, 0.1]], "lumo_ev": -1.41, "largest_force_ha_per_bohr": 0.0167, "homo_ev": -7.0, "gap_ev": 5.60, "charge": 0}

2.
{"formula": "C24H60AsF6MgN2O18", "method": "ωB97M-V/def2-TZVPD", "elements": ["Mg", "N", "O", "O", "O", "N", "O", "O", "O", "As", "F", "F", "F", "F", "F", "F", "C", "O", "C", "C", "O", "C", "H", "H", "H", "H", "H", "H", "H", "H", "H", "H", "C", "O", "C", "C", "O", "C", "H", "H", "H", "H", "H", "H", "H", "H", "H", "H", "C", "O", "C", "C", "O", "C", "H", "H", "H", "H", "H", "H", "H", "H", "H", "H", "C", "O", "C", "C", "O", "C", "H", "H", "H", "H", "H", "H", "H", "H", "H", "H", "C", "O", "C", "C", "O", "C", "H", "H", "H", "H", "H", "H", "H", "H", "H", "H", "C", "O", "C", "C", "O", "C", "H", "H", "H", "H", "H", "H", "H", "H", "H", "H"], "xyz": [[-9.7208, -19.2772, 41.5066], [-7.0584, -19.0754, 40.0516], [-7.8399, -18.9906, 40.9995], [-6.2827, -20.0198, 39.9931], [-7.1496, -18.2697, 39.2309], [-10.7765, -21.1873, 39.1859], [-10.0830, -20.4343, 39.9213], [-10.4857, -21.2772, 37.9900], [-11.6823, -21.7897, 39.6562], [-8.3115, -17.6524, 44.3753], [-7.6149, -16.4432, 43.2981], [-9.5069, -18.2670, 43.1749], [-9.0728, -18.6549, 45.6838], [-7.0523, -17.2475, 45.6128], [-9.3735, -16.3146, 44.9342], [-7.2470, -18.9016, 43.8686], [-8.3422, -21.7285, 42.5753], [-9.4644, -20.7931, 42.5249], [-10.7076, -21.3360, 43.0711], [-11.8267, -20.3029, 43.3238], [-11.5551, -19.2516, 42.3354], [-12.6369, -18.3213, 42.2781], [-8.4130, -22.5001, 41.8086], [-8.2080, -22.2012, 43.5482], [-7.4597, -21.1191, 42.3807], [-10.4856, -21.9463, 43.9465], [-11.1403, -21.9741, 42.3005], [-11.8826, -19.8957, 44.3334], [-12.8131, -20.7088, 43.0996], [-13.4941, -18.9034, 41.9400], [-12.3512, -17.5315, 41.5833], [-12.8955, -17.8335, 43.2180], [-3.1736, -12.9635, 43.2984], [-2.7692, -14.0101, 44.1645], [-1.9547, -15.0925, 43.6182], [-2.6880, -15.8723, 42.4745], [-3.9344, -16.4645, 42.8890], [-4.5944, -17.2374, 41.8352], [-3.5570, -12.0725, 43.7955], [-3.9324, -13.3201, 42.6018], [-2.2769, -12.7265, 42.7258], [-1.7482, -15.8275, 44.3962], [-0.9680, -14.7361, 43.3226], [-2.0217, -16.6239, 42.0512], [-2.8903, -15.0759, 41.7583], [-4.8213, -16.4401, 41.1275], [-5.5054, -17.7937, 42.0556], [-3.8941, -17.8323, 41.2488], [-5.9848, -24.1959, 33.3739], [-6.6071, -23.4394, 34.4530], [-6.3461, -24.0038, 35.7031], [-7.5889, -23.9271, 36.5466], [-8.1306, -22.6059, 36.8247], [-7.2814, -21.8729, 37.8099], [-6.2728, -25.2459, 33.3225], [-4.9153, -24.2672, 33.5722], [-6.0662, -23.7647, 32.3761], [-5.5290, -23.4976, 36.2171], [-6.0802, -25.0589, 35.6379], [-7.4585, -24.4373, 37.5010], [-8.4153, -24.4995, 36.1252], [-6.3631, -21.5418, 37.3249], [-7.0721, -22.3697, 38.7572], [-7.7648, -20.9303, 38.0667], [-8.5811, -14.3530, 34.9714], [-8.0543, -14.3431, 36.2331], [-6.9517, -15.1862, 36.4105], [-6.4356, -15.2810, 37.9004], [-6.3127, -13.9956, 38.4367], [-6.5718, -13.9482, 39.8521], [-7.7854, -13.8887, 34.3889], [-9.4190, -13.6561, 34.9516], [-8.9102, -15.2432, 34.4354], [-6.1168, -14.7529, 35.8598], [-7.1851, -16.2078, 36.1106], [-5.5538, -15.9002, 38.0654], [-7.1872, -15.8012, 38.4942], [-6.3638, -12.9329, 40.1898], [-5.9016, -14.6157, 40.3937], [-7.6242, -14.1001, 40.0918], [-4.1055, -18.4841, 37.6126], [-2.6823, -18.5063, 37.6341], [-2.0913, -19.7394, 38.0519], [-2.7290, -20.3997, 39.3463], [-2.5542, -19.6470, 40.5687], [-3.0999, -20.3303, 41.6809], [-4.5131, -18.2206, 38.5886], [-4.4606, -19.4983, 37.4296], [-4.4758, -17.8756, 36.7874], [-1.0283, -19.6491, 38.2758], [-2.0970, -20.3436, 37.1447], [-2.2275, -21.3566, 39.4912], [-3.7848, -20.5944, 39.1579], [-2.8007, -19.8833, 42.6290], [-2.8401, -21.3810, 41.8106], [-4.1796, -20.3271, 41.5311], [-13.4141, -18.4950, 38.5036], [-12.1667, -18.2891, 39.1010], [-11.5369, -17.0461, 38.8127], [-10.1715, -17.1230, 39.4346], [-10.2008, -17.3537, 40.8328], [-10.5103, -16.1236, 41.5450], [-13.9038, -19.4485, 38.7016], [-13.3624, -18.4300, 37.4168], [-14.0628, -17.6355, 38.6724], [-12.1163, -16.2069, 39.1977], [-11.5093, -16.8304, 37.7446], [-9.7377, -16.1423, 39.2390], [-9.5779, -17.9024, 38.9568], [-9.6705, -15.4349, 41.4526], [-10.6890, -16.2722, 42.6099], [-11.3757, -15.6114, 41.1247]], "forces_ev_per_a": [[0.2, 1.4, -2.1], [0.2, -3.3, 1.8], [-1.5, -0.3, 3.2], [1.2, -1.0, 0.2], [0.4, 4.6, -5.2], [1.7, 1.1, -2.5], [1.0, 0.9, 0.5], [0.1, 0.3, 0.2], [-2.8, -1.8, 1.8], [1.4, 1.6, 3.6], [-0.6, -1.2, 0.1], [0.8, 1.2, 1.4], [0.4, 0.5, -1.9], [-1.4, -0.1, -1.2], [0.4, -1.4, -0.8], [-0.4, -0.2, -0.3], [0.1, 0.7, -0.3], [-0.3, -2.6, 2.6], [-0.3, -0.7, -0.7], [1.3, 1.0, -1.0], [-1.6, -0.5, 1.5], [0.0, -0.2, -0.6], [-0.4, 0.1, -0.1], [-0.5, 0.2, 0.2], [-0.1, 0.0, -0.1], [0.0, 0.2, 0.1], [0.3, -0.3, -0.2], [0.4, 0.3, 0.0], [0.1, -0.4, -0.1], [-0.3, 0.4, -0.2], [-0.4, -0.5, -0.1], [0.4, -0.3, 0.4], [0.9, -1.2, -0.9], [0.4, -0.8, 0.9], [-1.9, -0.4, -0.1], [-0.6, 0.7, 0.6], [0.5, -0.8, 0.5], [1.3, 2.1, -1.1], [0.2, -0.4, 0.5], [-0.2, 0.1, -0.1], [0.0, 0.7, -0.4], [-0.4, 0.4, 0.5], [0.0, 0.3, -0.6], [0.1, 0.0, -0.1], [-0.1, -0.3, -0.8], [-0.8, -0.1, -0.5], [0.3, 0.3, 1.0], [0.2, -0.5, 0.5], [0.7, 0.2, 1.1], [0.4, -0.7, -2.3], [-0.4, 0.0, 0.7], [-1.4, 0.9, 1.1], [2.0, -0.4, 1.2], [-0.9, 0.3, -1.5], [-0.7, 0.0, 0.2], [0.3, 0.2, 0.1], [-0.6, 0.5, 0.4], [0.3, 0.2, -0.1], [0.1, -0.2, -0.1], [0.6, 0.0, 0.3], [0.0, 0.2, -0.6], [0.3, -0.4, 0.0], [-0.1, -0.6, -0.2], [-0.5, -0.3, -0.2], [0.4, 1.8, -1.5], [-0.7, -1.0, 2.5], [1.5, -0.2, 1.4], [-2.2, 0.0, -0.2], [0.2, 0.7, 0.8], [0.5, 0.6, -0.8], [-0.1, 0.0, -1.0], [-0.1, 0.0, 0.1], [0.2, -0.8, 0.7], [0.2, -0.2, -0.6], [0.1, -0.1, -0.3], [0.4, 0.1, -0.7], [-0.4, -0.3, -0.1], [0.2, 0.1, -0.2], [-0.2, -0.2, 0.1], [-0.1, -0.6, -0.1], [0.3, -1.2, 0.2], [0.7, 0.5, 0.4], [-0.8, 0.3, 1.2], [0.3, 0.3, -0.7], [0.8, -0.3, -1.0], [-0.9, -0.1, -0.1], [-0.1, 0.4, -0.1], [-0.3, -0.1, -0.2], [0.3, 0.3, 0.2], [0.0, 0.9, 0.0], [-0.5, -1.0, 0.4], [0.1, -0.3, -0.2], [-0.2, 0.0, 0.3], [-0.1, 0.6, -0.3], [0.6, -0.3, -0.6], [-0.3, 0.1, 0.5], [-0.3, 1.1, -1.3], [0.0, -0.3, 0.1], [-0.9, -1.0, 0.3], [0.1, 0.6, -0.9], [-0.6, 1.1, 0.4], [0.5, 0.1, -0.1], [0.5, 0.1, 0.7], [0.5, -0.4, -0.5], [-0.5, 0.0, 0.8], [-0.3, 0.1, 0.5], [0.4, -0.3, -0.3], [0.6, 0.0, 0.0], [0.0, 0.0, 0.2], [0.2, -0.1, 0.0], [0.1, -0.5, -0.2], [-0.2, -0.3, -0.2]], "lumo_ev": 2.09, "largest_force_ha_per_bohr": 0.1352, "homo_ev": -6.5, "gap_ev": 8.57, "charge": -1}